{
  "formula": "C7H14",
  "method": "ωB97M-V with the def2-TZVPD basis set",
  "elements": ["C", "C", "C", "C", "C", "C", "C", "H", "H", "H", "H", "H", "H", "H", "H", "H", "H", "H", "H", "H", "H"],
  "positions_angstrom": [[0.39499, 0.26617, 2.04767], [0.87292, -0.12884, 0.66545], [0.62413, 0.73029, -0.55364], [-0.12268, 2.04264, -0.46447], [-0.04489, -0.61983, -0.43279], [-1.54292, -0.71060, -0.21692], [0.48219, -1.73730, -1.31297], [0.91677, 1.16185, 2.40639], [0.58796, -0.53942, 2.76494], [-0.67831, 0.47527, 2.08347], [1.84953, -0.61339, 0.67989], [1.44839, 0.76055, -1.26713], [-0.61737, 2.28218, -1.41280], [0.57031, 2.86038, -0.23467], [-0.88765, 2.03932, 0.31747], [-1.80738, -1.66052, 0.26419], [-2.06781, -0.67118, -1.17971], [-1.94213, 0.09644, 0.40297], [1.54956, -1.61041, -1.52714], [0.35224, -2.71338, -0.82780], [-0.05118, -1.76715, -2.27172]],
  "homo_ev": -9.48,
  "charge": 0,
  "orbital_gap_ev": 10.54,
  "relative_energy_kj_mol": 68.3,
  "smiles": "C[C@@H]1[C@H](C)C1(C)C"
}

---

{
  "formula": "C7H14BBrF4NO3P",
  "method": "ωB97M-V with the def2-TZVPD basis set",
  "elements": ["C", "C", "N", "C", "C", "O", "Br", "O", "C", "C", "P", "C", "O", "H", "H", "H", "H", "H", "H", "H", "H", "H", "H", "H", "H", "H", "H", "B", "F", "F", "F", "F"],
  "positions_angstrom": [[-2.21902, 1.71510, 2.29220], [-1.05592, 1.34165, 1.78746], [-0.92070, 0.18304, 0.89152], [-0.81187, -1.07085, 1.73292], [0.51113, -1.25749, 2.45178], [1.26214, -2.10519, 2.13763], [0.91028, -0.16364, 3.98039], [-2.09864, -0.05242, 0.16254], [-2.40851, 0.94619, -0.84132], [-2.15908, 0.44488, -2.25858], [0.56583, 0.50716, -0.30953], [1.03537, -1.17667, -0.79652], [1.70471, 1.04051, 0.68424], [-2.28445, 2.68733, 2.75693], [-3.12004, 1.12067, 2.26380], [-0.13677, 1.84173, 2.04949], [-1.59615, -0.99391, 2.48433], [-1.03879, -1.93087, 1.11634], [-1.90963, 1.89280, -0.66984], [-3.47179, 1.13894, -0.71677], [-1.35052, 0.99483, -2.72934], [-1.95661, -0.62223, -2.26793], [-3.05381, 0.59672, -2.85745], [1.01287, -1.15596, -1.88078], [2.06792, -1.35210, -0.50573], [0.37983, -1.94734, -0.40654], [2.51085, 0.49568, 0.62776], [3.94948, -0.63025, -2.25292], [3.17052, 0.50881, -1.87698], [3.05777, -1.64707, -2.66459], [4.81299, -0.29489, -3.27812], [4.64061, -1.05517, -1.10640]],
  "homo_ev": -10.29,
  "charge": 0,
  "orbital_gap_ev": 9.46
}

---

{
  "formula": "C7H14BMnN2O2",
  "method": "ωB97M-V with the def2-TZVPD basis set",
  "elements": ["C", "Mn", "N", "N", "H", "H", "H", "H", "H", "H", "H", "H", "H", "H", "O", "B", "O", "C", "C", "C", "C", "C", "C", "H", "H", "H", "H"],
  "positions_angstrom": [[0.70858, 1.36294, -0.13360], [-1.26009, 0.90256, -1.02763], [-1.26431, -0.89836, 0.28090], [-0.50552, 0.35001, -3.01638], [-2.05341, -1.03750, 0.90867], [2.43382, -0.58442, 1.96197], [0.66215, 1.37327, 0.95416], [0.85357, 2.37701, -0.54441], [1.46482, 0.67120, -0.50108], [-1.17279, 0.28329, -3.78472], [-0.01567, -0.55127, -2.96397], [0.20245, 1.03082, -3.30532], [-1.15316, -1.76970, -0.24016], [-0.44686, -0.86713, 0.90015], [0.83426, -1.62719, 3.31273], [1.53100, -0.53503, 2.74177], [1.09101, 0.68005, 3.31318], [0.26190, 0.31754, 4.34065], [-0.04732, 1.08031, 5.44223], [-0.36400, 0.40392, 6.62780], [-0.47493, -0.98874, 6.65604], [-0.32918, -1.74594, 5.48150], [0.11785, -1.09105, 4.35299], [0.00133, 2.16684, 5.37923], [-0.53550, 0.99160, 7.53042], [-0.69569, -1.50356, 7.59209], [-0.53350, -2.81208, 5.44738]],
  "homo_ev": [-11.21, -11.21],
  "charge": 1,
  "orbital_gap_ev": [7.06, 7.16],
  "relative_energy_kj_mol": 0.0,
  "multiplicity": 4
}

---

{
  "formula": "C7H14BiOPS",
  "method": "ωB97M-V with the def2-TZVPD basis set",
  "elements": ["C", "C", "C", "C", "C", "Bi", "P", "H", "H", "H", "H", "H", "H", "H", "H", "C", "S", "C", "O", "H", "H", "H", "H", "H", "H"],
  "positions_angstrom": [[1.05732, -2.96107, -0.17313], [1.21621, -2.22707, 1.07468], [-0.07626, -1.90833, 1.57671], [-1.05255, -2.26458, 0.60516], [-0.38087, -2.94437, -0.49476], [0.53673, -0.72991, -1.00337], [1.72883, 0.02552, -3.26335], [1.80016, -3.61790, -0.63037], [2.13517, -2.17286, 1.64160], [-0.29512, -1.48810, 2.55381], [-0.86650, -3.58407, -1.22149], [-2.12184, -2.21023, 0.73897], [0.99623, -0.59635, -4.34199], [3.10863, -0.40301, -3.23579], [1.69776, 1.45149, -3.46543], [-1.46943, 2.84134, 2.26476], [-0.68449, 1.68124, 1.17056], [-0.79373, 2.47907, -0.43682], [0.79450, 1.55534, 1.43036], [-2.46886, 3.06839, 1.86514], [-0.86029, 3.72364, 2.34704], [-1.56922, 2.34819, 3.23557], [-1.20284, 3.49674, -0.28620], [0.22774, 2.55016, -0.84859], [-1.45727, 1.88671, -1.10305]],
  "homo_ev": [-4.88, -4.91],
  "charge": 0,
  "orbital_gap_ev": [5.23, 5.27],
  "relative_energy_kj_mol": 0.0
}

---

{
  "formula": "C7H14BrIO3S",
  "method": "ωB97M-V with the def2-TZVPD basis set",
  "elements": ["C", "C", "C", "C", "C", "C", "C", "O", "O", "O", "S", "Br", "I", "H", "H", "H", "H", "H", "H", "H", "H", "H", "H", "H", "H", "H", "H"],
  "positions_angstrom": [[-0.16451, -0.22644, 2.50388], [2.34132, -0.09885, 2.06473], [0.92937, -2.22961, 1.67359], [-1.03250, 2.59885, -4.02347], [0.70718, -0.13053, 0.22765], [0.95193, -0.70597, 1.59235], [-2.33912, 1.18883, -1.46726], [-0.03680, 0.73821, -2.78207], [-0.24422, 2.96136, -1.55634], [0.64790, -0.79873, -0.76610], [-0.97497, 1.95651, -2.32583], [-3.45965, 2.66274, -0.95986], [-3.34652, 0.23685, -3.08829], [-0.98362, -0.84897, 2.34548], [-0.39975, 0.94888, 2.43534], [0.22372, -0.33398, 3.55476], [2.84752, 0.35013, 1.06866], [2.83157, -0.93662, 2.44985], [2.12698, 0.72432, 2.79680], [-0.19569, -2.59683, 1.40162], [1.64459, -2.86738, 1.05617], [1.14350, -2.54911, 2.69863], [-1.19731, 1.71081, -4.64200], [-1.92844, 3.20040, -3.99601], [-0.29284, 3.28151, -4.41801], [0.44565, 0.88478, -0.03662], [0.31760, 0.22978, -1.99747]],
  "homo_ev": -8.43,
  "charge": 0,
  "orbital_gap_ev": 8.73
}

---

{
  "formula": "C7H14Cl",
  "method": "ωB97M-V with the def2-TZVPD basis set",
  "elements": ["Cl", "H", "C", "H", "H", "C", "C", "C", "C", "C", "C", "H", "H", "H", "H", "H", "H", "H", "H", "H", "H", "H"],
  "positions_angstrom": [[-3.14900, -1.54908, -1.53811], [-1.69740, -1.49616, -1.54329], [-0.48639, -1.41487, -1.93555], [-0.13761, -2.44726, -2.01127], [-0.55444, -0.90428, -2.89960], [0.39012, -0.65537, -1.01043], [0.07134, 0.85548, -0.75589], [0.28114, 0.58149, 0.75522], [0.18540, -0.94352, 0.48845], [1.69806, 0.95292, 1.17916], [-0.83148, 1.10535, 1.63663], [1.46162, -0.74031, -1.26277], [0.75827, 1.59088, -1.20773], [-0.97668, 1.07004, -0.97093], [-0.82971, -1.29607, 0.67248], [0.95245, -1.56408, 0.97336], [1.91285, 0.59561, 2.18648], [2.43069, 0.51290, 0.48905], [1.83226, 2.03571, 1.18570], [-0.70184, 0.74562, 2.66529], [-0.81016, 2.20328, 1.66310], [-1.79949, 0.76171, 1.24062]],
  "homo_ev": [-9.44, -10.36],
  "charge": 0,
  "orbital_gap_ev": [10.29, 8.22],
  "relative_energy_kj_mol": 113.8,
  "multiplicity": 2
}

---

{
  "formula": "C7H14CuOPS",
  "method": "ωB97M-V with the def2-TZVPD basis set",
  "elements": ["C", "C", "C", "C", "C", "Cu", "P", "H", "H", "H", "H", "H", "H", "H", "H", "C", "S", "C", "O", "H", "H", "H", "H", "H", "H"],
  "positions_angstrom": [[0.05265, -0.51622, -1.93770], [-0.97649, -1.36168, -2.45738], [-0.58645, -2.73066, -2.26245], [0.76061, -2.73730, -1.75648], [1.15042, -1.37607, -1.49751], [0.38799, 0.78126, 1.32016], [-0.01723, 2.78539, 0.92198], [0.03184, 0.56738, -1.87446], [-1.90925, -1.01932, -2.88634], [-1.18220, -3.58278, -2.47463], [2.08686, -1.05662, -1.05985], [1.37831, -3.60112, -1.56327], [-1.23196, 3.26427, 1.50255], [-0.23063, 2.95931, -0.47872], [0.88342, 3.84921, 1.22780], [0.48822, -0.62821, 3.81448], [0.05756, -1.17613, 2.16987], [1.32558, -2.38497, 1.83509], [-1.24929, -1.87207, 2.22701], [1.48195, -1.00718, 4.07545], [-0.27354, -1.00730, 4.49920], [0.48889, 0.47379, 3.80465], [1.11022, -3.26029, 2.46852], [1.26103, -2.67340, 0.78515], [2.31390, -1.96682, 2.05918]],
  "homo_ev": [-1.23, -2.61],
  "charge": -1,
  "orbital_gap_ev": [4.15, 5.48],
  "relative_energy_kj_mol": 0.0,
  "multiplicity": 2
}

---

{
  "formula": "C7H14FN4O4PS3",
  "method": "ωB97M-V with the def2-TZVPD basis set",
  "elements": ["O", "C", "C", "N", "C", "N", "C", "N", "P", "S", "S", "O", "O", "F", "N", "S", "H", "H", "H", "H", "H", "H", "H", "C", "C", "C", "O", "H", "H", "H", "H", "H", "H", "H"],
  "positions_angstrom": [[5.51256, 0.68423, -1.67091], [5.52091, 0.79103, -0.47844], [4.88909, 1.97721, 0.26020], [3.49190, 2.19262, -0.07835], [3.07252, 3.27317, -0.70319], [1.76568, 3.18839, -0.88002], [1.35988, 2.04076, -0.39003], [0.09765, 1.58648, -0.41820], [-1.14330, 2.66451, -1.14276], [-2.26629, 3.44491, 0.19871], [-0.50744, 0.04225, 0.17988], [0.25776, -0.92403, -0.51988], [-1.88469, -0.00180, -0.08403], [-0.27301, -0.14072, 1.74299], [2.43744, 1.37567, 0.16279], [2.69094, -0.08227, 0.99546], [5.96688, 0.00458, 0.15249], [5.04492, 1.89399, 1.33081], [5.41781, 2.87446, -0.03953], [3.69159, 4.08402, -1.02622], [-0.47110, 3.55698, -1.98654], [-1.84770, 1.77899, -1.97064], [2.89153, -0.96287, -0.01562], [-3.09740, -2.60400, 0.94241], [-3.90174, -3.79129, 0.35142], [-5.39704, -3.40459, 0.35958], [-3.70165, -4.86766, 1.12884], [-3.39780, -2.39068, 1.97042], [-2.02578, -2.81994, 0.93423], [-3.26215, -1.69643, 0.35016], [-3.60239, -3.85686, -0.72484], [-5.74908, -3.20811, 1.37403], [-6.00303, -4.20512, -0.06681], [-5.57746, -2.49789, -0.23841]],
  "homo_ev": -4.20,
  "charge": 0,
  "orbital_gap_ev": 1.89,
  "relative_energy_kj_mol": 0.0
}

---

{
  "formula": "C7H14N",
  "method": "ωB97M-V with the def2-TZVPD basis set",
  "elements": ["C", "C", "C", "C", "C", "C", "C", "N", "H", "H", "H", "H", "H", "H", "H", "H", "H", "H", "H", "H", "H", "H"],
  "positions_angstrom": [[2.77378, -0.33062, 0.11968], [1.50476, 0.39681, -0.21590], [0.34637, -0.64811, -0.44957], [-0.93661, 0.05812, -0.72663], [-1.24249, 0.60959, -1.93903], [-2.32520, -0.77332, 1.24424], [-1.90576, 0.25703, 0.29128], [1.10713, 1.24116, 0.90429], [2.62842, -1.09106, 0.89198], [3.55781, 0.40823, 0.25726], [2.93694, -1.04396, -0.70680], [1.63853, 0.95754, -1.15615], [0.28756, -1.29954, 0.42422], [0.61807, -1.31531, -1.27534], [-1.93173, 1.44542, -1.99330], [-0.78816, 0.22290, -2.84319], [-2.74698, -1.64135, 0.72895], [-1.67404, -1.07914, 2.06550], [-2.63499, 1.02812, 0.04453], [1.82007, 1.64638, 1.47488], [0.14050, 1.33011, 1.03650], [-3.17396, -0.37900, 1.82260]],
  "homo_ev": -12.50,
  "charge": 1,
  "orbital_gap_ev": 5.64,
  "relative_energy_kj_mol": 249.2
}

---

{
  "formula": "C7H14N",
  "method": "ωB97M-V with the def2-TZVPD basis set",
  "elements": ["C", "C", "C", "C", "C", "C", "C", "N", "H", "H", "H", "H", "H", "H", "H", "H", "H", "H", "H", "H", "H", "H"],
  "positions_angstrom": [[-2.26481, 0.87189, -0.04214], [-1.06105, 0.31165, 0.02124], [-0.40967, 0.02462, -1.26431], [0.34663, -1.09899, -1.46096], [0.94219, -1.19320, -2.86520], [-0.57875, -0.32767, 1.27533], [0.04451, 0.65607, 2.19016], [1.52601, 0.81415, 1.72216], [-2.52163, 1.26643, -0.95256], [-3.03659, 1.04677, 0.69637], [-0.61886, 0.69931, -2.05100], [0.43998, -1.94290, -0.72891], [1.75876, -1.87792, -2.89808], [0.27100, -1.74945, -3.45567], [1.32518, -0.22710, -3.27572], [-1.39922, -0.74119, 1.90726], [0.08801, -1.15923, 1.07520], [0.15345, 0.33613, 3.22211], [-0.45857, 1.67289, 2.15221], [1.67289, 0.92185, 0.69107], [1.72557, 1.75850, 2.08052], [2.05496, -0.06262, 1.96091]],
  "homo_ev": -12.03,
  "charge": 1,
  "orbital_gap_ev": 8.40,
  "relative_energy_kj_mol": 152.9,
  "smiles": "C=C(/C=C/C)CC[NH3+]"
}

---

{
  "formula": "C7H14N2",
  "method": "ωB97M-V with the def2-TZVPD basis set",
  "elements": ["C", "C", "C", "N", "C", "N", "H", "H", "H", "H", "H", "H", "C", "C", "C", "H", "H", "H", "H", "H", "H", "H", "H"],
  "positions_angstrom": [[-2.26473, -1.81213, -2.07020], [-1.79534, -0.66153, -1.22836], [-1.68223, 0.68029, -1.23748], [-1.58084, 1.14067, 0.07239], [-1.49881, -0.02593, 0.88121], [-1.53512, -1.07200, 0.13230], [-1.88985, -1.86849, -3.05895], [-3.34731, -2.01988, -2.07231], [-1.93764, -2.83490, -1.54849], [-1.84218, 1.43512, -2.01482], [-1.34360, 2.03710, 0.48474], [-1.41406, -0.01484, 1.81980], [2.26753, 1.18112, 1.97198], [2.63975, 0.05667, 1.02798], [3.95159, 0.28923, 0.15848], [1.70645, 1.95486, 1.60492], [3.24319, 1.61909, 2.33479], [1.64351, 0.80838, 2.74854], [2.75845, -0.90041, 1.54500], [1.81459, -0.13585, 0.19572], [4.94357, 0.26282, 0.52579], [3.84363, -0.38005, -0.78106], [3.92634, 1.31004, -0.23807]],
  "homo_ev": -8.78,
  "charge": 0,
  "orbital_gap_ev": 9.59,
  "relative_energy_kj_mol": 190.2,
  "smiles": "Cc1c[nH]cn1.CCC"
}